The following is a DFT calculation (ωB97M-V/def2-TZVPD) of a structure of composition C5H11NO2 in a non-equilibrium geometry.

Its spin multiplicity is 3. As for the HOMO-LUMO gap (alpha / beta): 6.65 / 8.11 eV. The energy above the lowest of the compared OMol25 structures with the same formula, charge and spin comes out at 3.954 eV. Its expectation value of S² is 2.009. The value obtained for the LUMO energy (alpha / beta) is 0.2871 / -1.3112 eV. The value obtained for the HOMO energy (alpha / beta) is -6.36 / -9.42 eV.

Atoms and positions in Å:
C (2.15, -1.08, -0.25)
C (1.77, 1.14, -1.56)
C (0.27, 0.32, 0.34)
C (-2.42, -0.16, -0.22)
C (1.23, 0.11, -0.52)
N (-2.49, -0.49, 1.11)
O (-2.25, -1.57, 1.63)
O (-2.98, 0.60, 1.91)
H (3.07, -0.79, 0.29)
H (1.62, -1.66, 0.55)
H (2.34, -1.64, -1.14)
H (2.83, 0.89, -1.83)
H (1.98, 2.05, -1.02)
H (1.16, 1.34, -2.44)
H (0.07, -0.42, 1.11)
H (-0.27, 1.23, 0.34)
H (-2.85, 0.72, -0.58)
H (-2.40, -1.05, -0.85)
H (-2.83, 0.46, 3.13)



The following is a DFT calculation (ωB97M-V/def2-TZVPD) of a cluster of 2 separate species, C5H11NO2P in total in a non-equilibrium geometry.

Its net charge is -1. Its spin multiplicity is 1. As for the HOMO-LUMO gap (alpha / beta): 7.71 / 7.11 eV. The energy above the lowest of the compared OMol25 structures with the same formula, charge and spin comes out at 2.172 eV. The value obtained for the LUMO energy (alpha / beta) is 3.9094 / 3.8836 eV. The value obtained for the HOMO energy (alpha / beta) is -3.80 / -3.22 eV.

Atoms and positions in Å:
C (0.01, 0.32, -1.15)
C (-0.35, -1.80, 1.70)
C (1.98, -1.44, 0.67)
C (-1.17, 2.71, -0.36)
C (0.84, -0.94, 1.45)
N (0.81, -0.36, -1.78)
O (-2.66, 0.58, -1.25)
O (-1.25, 1.86, -2.98)
P (-1.44, 1.35, -1.59)
H (-0.46, -2.54, 0.91)
H (-1.26, -1.21, 1.74)
H (-0.27, -2.34, 2.65)
H (2.90, -0.91, 0.91)
H (2.14, -2.51, 0.81)
H (1.80, -1.29, -0.43)
H (-0.25, 3.25, -0.60)
H (-2.01, 3.39, -0.44)
H (-1.11, 2.30, 0.64)
H (0.88, 0.03, 1.89)
H (0.88, -0.45, -2.79)



The following is a DFT calculation (ωB97M-V/def2-TZVPD) of an isolated molecule of C5H11NO2S2 in a non-equilibrium geometry.

Its spin multiplicity is 1. As for the HOMO-LUMO gap (alpha / beta): 7.78 / 7.78 eV. The energy above the lowest of the compared OMol25 structures with the same formula, charge and spin comes out at 4.051 eV. The value obtained for the LUMO energy (alpha / beta) is -0.6790 / -0.6798 eV. The value obtained for the HOMO energy (alpha / beta) is -8.46 / -8.46 eV.

Atoms and positions in Å:
C (0.90, 0.32, 0.84)
C (1.31, 1.80, 0.48)
C (-0.15, -0.32, -0.07)
C (-0.24, -2.02, -1.93)
C (0.22, -1.78, -0.50)
N (0.33, 2.88, 0.39)
O (-2.21, 1.04, 0.84)
O (-1.59, -1.06, 1.99)
S (-0.95, 2.50, 1.20)
S (-1.90, -0.51, 0.72)
H (1.81, -0.32, 0.66)
H (0.50, 0.27, 1.90)
H (2.22, 2.15, 1.01)
H (1.68, 1.57, -0.45)
H (-0.32, 0.26, -0.91)
H (-1.22, -1.61, -2.17)
H (-0.10, -3.05, -2.16)
H (0.35, -1.39, -2.47)
H (1.26, -1.98, -0.50)
H (-0.23, -2.30, 0.27)
H (-1.66, 3.56, 0.86)



The following is a DFT calculation (ωB97M-V/def2-TZVPD) of a cluster of 2 separate species, C5H11NO3 in total in a non-equilibrium geometry.

Its spin multiplicity is 1. Its SMILES is C/C(O)=C\O.CC(N)=O. As for the HOMO-LUMO gap: 8.58 eV. The energy above the lowest of the compared OMol25 structures with the same formula, charge and spin comes out at 2.252 eV. The value obtained for the LUMO energy is 0.7258 eV. The value obtained for the HOMO energy is -7.86 eV.

Atoms and positions in Å:
C (2.15, 0.67, 0.67)
C (1.47, 0.05, -0.50)
O (1.98, -1.10, -1.00)
C (0.37, 0.58, -1.14)
O (0.04, 1.91, -1.03)
H (2.39, -0.08, 1.43)
H (1.53, 1.43, 1.15)
H (3.09, 1.13, 0.33)
H (2.56, -1.50, -0.33)
H (0.10, 0.18, -2.11)
H (-0.26, 2.06, -0.11)
C (-1.83, -1.39, -0.45)
C (-1.09, -0.47, 0.50)
N (-1.83, 0.64, 0.90)
O (-0.29, -0.97, 1.36)
H (-2.45, -0.83, -1.14)
H (-2.45, -2.08, 0.13)
H (-1.09, -1.98, -1.01)
H (-2.73, 0.83, 0.49)
H (-1.66, 0.92, 1.86)



The following is a DFT calculation (ωB97M-V/def2-TZVPD) of a cluster of 2 separate species, C5H11NO4 in total in a non-equilibrium geometry.

Its spin multiplicity is 1. Its SMILES is CNC(C)=O.COC(=O)O. As for the HOMO-LUMO gap: 10.22 eV. The energy above the lowest of the compared OMol25 structures with the same formula, charge and spin comes out at 0.946 eV. The value obtained for the LUMO energy is 0.6150 eV. The value obtained for the HOMO energy is -9.60 eV.

Atoms and positions in Å:
C (0.74, -1.64, -1.57)
N (0.44, -0.37, -0.92)
C (1.35, 0.66, -1.03)
C (0.92, 1.96, -0.38)
O (2.42, 0.50, -1.56)
H (0.03, -2.39, -1.23)
H (0.69, -1.55, -2.65)
H (1.75, -1.93, -1.29)
H (-0.57, -0.14, -0.85)
H (-0.11, 2.20, -0.61)
H (1.58, 2.75, -0.71)
H (1.02, 1.84, 0.70)
C (-2.23, 0.69, 1.22)
O (-1.59, -0.50, 0.78)
C (-0.28, -0.75, 1.27)
O (0.34, 0.02, 1.94)
O (-0.05, -2.07, 1.20)
H (-1.56, 1.27, 1.85)
H (-2.52, 1.28, 0.35)
H (-3.13, 0.42, 1.78)
H (0.75, -2.27, 1.71)



The following is a DFT calculation (ωB97M-V/def2-TZVPD) of a cluster of 2 separate species, C5H11NO4 in total in a non-equilibrium geometry.

Its spin multiplicity is 1. As for the HOMO-LUMO gap (alpha / beta): 8.06 / 8.12 eV. The energy above the lowest of the compared OMol25 structures with the same formula, charge and spin comes out at 6.096 eV. The value obtained for the LUMO energy (alpha / beta) is -1.5093 / -1.4607 eV. The value obtained for the HOMO energy (alpha / beta) is -9.57 / -9.59 eV.

Atoms and positions in Å:
C (-1.55, 0.27, 0.61)
C (-1.61, -1.23, 0.87)
C (-0.36, 0.67, -0.31)
O (-0.19, 2.05, -0.26)
O (-2.75, 0.74, 0.03)
O (-0.41, 0.14, -1.50)
H (0.19, 2.29, -1.11)
H (-2.76, 0.45, -0.89)
H (-1.44, 0.82, 1.55)
H (-0.75, -1.57, 1.44)
H (-1.63, -1.77, -0.08)
H (-2.52, -1.46, 1.42)
C (1.70, 0.69, 1.23)
C (1.85, -1.20, -1.91)
O (0.88, 0.00, 0.29)
N (1.66, -0.01, -1.62)
H (1.72, 1.77, 1.07)
H (1.34, 0.48, 2.23)
H (2.71, 0.28, 1.11)
H (1.21, -2.02, -1.59)
H (2.69, -1.39, -2.58)



The following is a DFT calculation (ωB97M-V/def2-TZVPD) of an isolated molecule of C5H11NO4 in a non-equilibrium geometry.

Its spin multiplicity is 1. Its SMILES is CC[C@@H](O)CCOON=O. As for the HOMO-LUMO gap: 8.75 eV. The energy above the lowest of the compared OMol25 structures with the same formula, charge and spin comes out at 7.972 eV. The value obtained for the LUMO energy is -1.6866 eV. The value obtained for the HOMO energy is -10.44 eV.

Atoms and positions in Å:
C (1.56, 0.95, -2.95)
C (0.57, 1.05, -1.78)
C (0.71, -0.05, -0.72)
O (2.02, -0.05, -0.12)
C (-0.42, 0.08, 0.32)
C (-0.63, -0.90, 1.48)
O (-1.85, -0.58, 2.18)
O (-1.78, -1.56, 3.46)
N (-2.98, -1.88, 3.92)
O (-3.47, -1.03, 4.62)
H (1.35, 1.76, -3.68)
H (2.60, 1.01, -2.57)
H (1.41, -0.02, -3.44)
H (0.67, 2.01, -1.29)
H (-0.45, 1.02, -2.15)
H (0.64, -1.04, -1.23)
H (2.25, 0.85, 0.16)
H (-0.30, 1.07, 0.79)
H (-1.36, 0.12, -0.26)
H (-0.78, -1.92, 1.08)
H (0.24, -0.89, 2.18)



The following is a DFT calculation (ωB97M-V/def2-TZVPD) of an isolated molecule of C5H11NO4 in a non-equilibrium geometry.

Its spin multiplicity is 1. Its SMILES is N[C@H]1[C@@H](O)[C@H](O)[C@@H](O)[C@H]1O. As for the HOMO-LUMO gap: 10.20 eV. The energy above the lowest of the compared OMol25 structures with the same formula, charge and spin comes out at 2.708 eV. The value obtained for the LUMO energy is 0.4555 eV. The value obtained for the HOMO energy is -9.74 eV.

Atoms and positions in Å:
N (-1.19, 1.73, 0.93)
C (-0.42, 0.43, 1.14)
C (-1.04, -0.72, 0.38)
O (-2.44, -0.53, 0.27)
C (-0.29, -1.07, -0.85)
O (-0.39, -2.51, -1.21)
C (1.21, -0.63, -0.51)
O (1.92, -0.20, -1.63)
C (1.03, 0.59, 0.39)
O (1.13, 1.75, -0.43)
H (-0.45, 2.40, 0.80)
H (-1.72, 2.05, 1.75)
H (-0.32, 0.24, 2.24)
H (-0.93, -1.55, 1.11)
H (-2.37, 0.39, 0.20)
H (-0.70, -0.39, -1.68)
H (-1.25, -2.64, -1.62)
H (1.73, -1.45, 0.02)
H (2.84, -0.02, -1.39)
H (1.81, 0.66, 1.17)
H (1.82, 1.48, -1.06)



The following is a DFT calculation (ωB97M-V/def2-TZVPD) of a cluster of 2 separate species, C5H11NO5 in total in a non-equilibrium geometry.

Its spin multiplicity is 1. As for the HOMO-LUMO gap (alpha / beta): 7.76 / 8.25 eV. The energy above the lowest of the compared OMol25 structures with the same formula, charge and spin comes out at 7.790 eV. The value obtained for the LUMO energy (alpha / beta) is -2.8022 / -2.4312 eV. The value obtained for the HOMO energy (alpha / beta) is -10.56 / -10.68 eV.

Atoms and positions in Å:
N (-3.95, 0.44, 2.05)
O (-4.60, 1.49, 1.85)
O (-3.43, -0.19, 1.04)
O (-3.87, -0.04, 3.21)
C (1.78, 0.06, 0.79)
C (1.09, -0.16, -0.55)
C (1.96, 0.35, -1.70)
C (0.76, -1.64, -0.72)
C (-0.23, 0.65, -0.55)
O (-1.06, 0.10, 0.56)
O (-2.04, 0.98, 0.81)
H (1.12, -0.25, 1.62)
H (2.72, -0.49, 0.89)
H (2.03, 1.12, 0.90)
H (1.41, 0.23, -2.64)
H (2.14, 1.42, -1.56)
H (2.93, -0.16, -1.79)
H (0.29, -1.81, -1.69)
H (1.65, -2.28, -0.70)
H (0.08, -1.99, 0.07)
H (-0.01, 1.71, -0.39)
H (-0.77, 0.48, -1.49)



The following is a DFT calculation (ωB97M-V/def2-TZVPD) of the ion C5H11NOS with charge -1 in a non-equilibrium geometry.

Its net charge is -1. Its spin multiplicity is 2. As for the HOMO-LUMO gap (alpha / beta): 5.89 / 3.67 eV. The energy above the lowest of the compared OMol25 structures with the same formula, charge and spin comes out at 0.785 eV. Its expectation value of S² is 0.755. The value obtained for the LUMO energy (alpha / beta) is 3.4127 / 1.1917 eV. The value obtained for the HOMO energy (alpha / beta) is -2.48 / -2.47 eV.

Atoms and positions in Å:
C (-0.88, -1.17, 0.84)
C (-1.59, -2.03, -0.20)
S (-0.89, -3.70, -0.37)
C (-0.97, 0.32, 0.59)
N (-0.13, 0.75, -0.56)
C (1.29, 0.72, -0.29)
C (1.86, 2.18, -0.38)
O (3.22, 2.08, -0.35)
H (0.16, -1.48, 0.88)
H (-1.26, -1.43, 1.83)
H (-2.66, -2.05, 0.02)
H (-1.54, -1.53, -1.18)
H (-1.99, 0.59, 0.27)
H (-0.66, 0.91, 1.46)
H (-0.34, 0.12, -1.32)
H (1.88, 0.16, -1.02)
H (1.50, 0.27, 0.68)
H (1.51, 2.78, 0.47)
H (1.49, 2.51, -1.36)